Entry from OMol25: 3 unconnected molecules or ions with the total composition C3H13NO2S at a distorted geometry (ωB97M-V/def2-TZVPD).

Summary:
Kohn-Sham gap: 9.69 eV
SMILES: NCCCS.O.O
E_HOMO: -8.9 eV
Total charge: 0
Total energy: -725.50446 Eh
ΔE to the lowest compared entry with this formula, charge and spin: 10.6 kcal/mol
LUMO level: 0.0292 Ha

Each line ends with the Löwdin charge.
Element x y z (Å)
S: 0.7500 -3.3758 -0.8108  0.664
O: -1.1402 0.2773 2.4146  -0.071
O: -2.7580 1.2338 0.4023  -0.082
N: 0.3359 1.7245 0.1228  -0.018
C: 0.5419 -0.5634 -0.4621  -0.277
C: 1.4865 -1.7185 -1.0267  -0.585
C: 1.1961 0.8110 -0.6501  -0.270
H: 1.1419 1.0271 -1.7372  0.122
H: 0.2380 2.6535 -0.2515  0.072
H: -0.4312 -0.5955 -0.9345  0.091
H: 1.7773 -1.4136 -2.0418  0.064
H: 0.6535 1.7316 1.0844  0.075
H: 2.4818 -1.7495 -0.5827  0.056
H: 0.3570 -0.7879 0.5953  0.089
H: -0.5232 -2.8623 -0.8554  -0.131
H: 2.2213 0.8459 -0.2951  0.106
H: -3.1306 1.4180 -0.4648  0.042
H: -1.7866 1.2768 0.3414  -0.008
H: -1.3719 -0.4211 3.0397  0.046
H: -2.0396 0.4882 2.1124  0.016

Cartesian forces, eV/Å:
-0.692 0.952 -0.338
-0.820 -0.389 0.465
-0.115 -0.045 0.178
-0.113 -0.090 -0.254
2.243 -1.658 0.288
-0.409 1.336 -0.087
-1.642 -0.274 -0.180
0.259 0.255 0.646
0.414 0.215 0.072
-0.138 0.038 -0.380
-0.656 -0.669 -0.306
-0.293 0.281 -0.039
-0.237 0.096 0.767
0.096 0.304 -0.107
0.660 -0.617 0.002
0.273 -0.162 -0.168
0.231 -0.012 0.082
0.099 0.161 -0.437
0.555 -0.062 0.145
0.284 0.339 -0.349

Entry from OMol25: 2 unconnected molecules or ions with the total composition C3H3O3P at a distorted geometry (ωB97M-V/def2-TZVPD).

Summary:
Kohn-Sham gap: 8.31 eV
SMILES: C=CP=O.O=C=O
E_HOMO: -9.4 eV
Total charge: 0
Total energy: -683.12538 Eh
ΔE to the lowest compared entry with this formula, charge and spin: 48.2 kcal/mol
LUMO level: -0.0414 Ha

Each line ends with the Löwdin charge.
Element x y z (Å)
P: -1.5460 -0.2014 1.1648  0.905
O: 0.8488 3.1609 -1.4416  0.207
O: -0.8670 1.6233 -1.4457  0.118
O: -1.0087 0.9586 0.3608  -0.519
C: 0.0015 2.3828 -1.4344  -0.425
C: 0.7309 -1.4712 0.2129  -0.017
C: -0.3025 -1.5319 1.0709  -0.362
H: 1.6443 -1.9900 0.3722  0.044
H: 0.8887 -0.6290 -0.5261  0.074
H: -0.3899 -2.3021 1.6663  -0.026

Cartesian forces, eV/Å:
0.192 0.843 -0.830
1.160 0.816 0.288
0.446 1.423 -3.978
-0.642 -2.660 5.103
-1.284 -0.610 -0.719
0.022 2.344 0.059
0.845 3.926 -4.084
0.333 -1.282 -0.170
-0.715 -0.913 0.932
-0.359 -3.887 3.401

Entry from OMol25: a molecular structure, C3H4N4O at a distorted geometry (ωB97M-V/def2-TZVPD).

Summary:
Kohn-Sham gap: 8.32 eV
E_HOMO: -8.6 eV
Total charge: 0
Total energy: -410.75877 Eh
ΔE to the lowest compared entry with this formula, charge and spin: 153.4 kcal/mol
LUMO level: -0.0093 Ha

Each line ends with the Löwdin charge.
Element x y z (Å)
O: -1.8556 -1.4958 -0.3323  0.170
N: 0.8181 2.0608 -1.2733  0.021
N: 0.7125 -0.0781 1.6233  -0.002
N: 1.2640 0.6947 0.6518  0.048
N: -0.2214 -0.7654 1.2089  -0.024
C: -0.0373 -0.3300 -1.1580  0.076
C: -0.7677 -0.8326 -0.0921  -0.349
C: 0.7149 0.8869 -0.6435  -0.482
H: -2.0827 -1.3114 -1.1589  0.052
H: -1.0589 -1.0465 2.0979  0.285
H: -0.5159 -0.4193 -1.9884  0.041
H: 1.0297 3.0143 -0.4043  0.165

Cartesian forces, eV/Å:
-0.193 -2.466 6.649
-0.300 0.288 4.339
5.119 5.042 -3.532
-0.252 -0.817 3.490
-10.045 -4.577 2.065
2.294 2.429 7.801
4.467 1.341 -1.243
-0.317 1.469 -1.502
-1.904 0.985 -5.612
3.458 0.725 -3.533
-2.144 -0.201 -5.757
-0.182 -4.218 -3.165

Entry from OMol25: C17H21NO7S in the gas phase at a distorted geometry (ωB97M-V/def2-TZVPD).

Summary:
Kohn-Sham gap: 9.28 eV
SMILES: COc1ccc(S(=O)(=O)Cc2ccc(C(=O)NCC(OC)OC)o2)cc1
E_HOMO: -8.8 eV
Total charge: 0
Total energy: -1639.97661 Eh
ΔE to the lowest compared entry with this formula, charge and spin: 2.6 kcal/mol
LUMO level: 0.0191 Ha

Each line ends with the Löwdin charge.
Element x y z (Å)
S: -1.4799 2.7033 0.4121  0.716
O: -0.2040 1.0550 -1.7687  0.060
O: -2.3732 3.6309 1.0509  -0.308
O: -0.0748 2.8187 0.6951  -0.307
O: 4.2260 -0.8131 1.4447  -0.115
O: 3.5676 1.1494 0.3712  -0.137
O: -3.0947 -2.9063 1.2474  -0.067
O: 1.0093 -2.2699 -1.9340  0.079
N: 2.0583 -0.3059 -1.4797  0.094
C: -1.4413 1.5401 -1.9795  -0.337
C: 3.2133 -0.8478 -0.8143  -0.083
C: -3.7556 -0.5946 0.8784  0.001
C: 5.5727 -0.7832 1.0063  -0.082
C: 0.9985 -1.0569 -1.8589  -0.439
C: -0.2002 -0.2463 -2.1486  -0.171
C: -2.8072 -1.5990 1.0788  -0.260
C: -4.4402 -3.3253 1.2066  -0.077
C: -2.2412 0.5634 -2.5115  0.003
C: 3.2106 2.0031 1.4461  -0.059
C: -1.4473 -1.2662 1.1212  0.032
C: -3.3449 0.7154 0.7061  -0.051
C: -1.7205 2.8735 -1.4301  -0.101
C: -2.0008 1.0237 0.7389  -0.294
C: -1.4384 -0.5923 -2.6222  0.034
C: -1.0496 0.0408 0.9529  -0.048
C: 3.3018 -0.2091 0.5863  -0.406
H: 3.5634 1.5994 2.3983  0.095
H: -0.7311 -2.0564 1.2773  0.129
H: 5.8321 0.2038 0.6158  0.094
H: 2.1259 2.1504 1.4788  0.068
H: -4.8088 -0.8228 0.8528  0.106
H: 3.6970 2.9560 1.2487  0.094
H: 5.7558 -1.5425 0.2403  0.088
H: 1.9434 0.6940 -1.3889  0.141
H: -0.0095 0.3235 0.9850  0.103
H: -1.7238 -1.5540 -2.9937  0.123
H: -2.7390 3.1985 -1.6064  0.114
H: -1.0023 3.6273 -1.7415  0.116
H: -3.2702 0.6631 -2.7895  0.118
H: -4.0628 1.5065 0.5574  0.122
H: -4.8993 -3.1048 0.2383  0.097
H: -4.4144 -4.4033 1.3554  0.096
H: 6.1776 -1.0014 1.8842  0.091
H: 2.3377 -0.3416 1.1058  0.160
H: 3.0945 -1.9304 -0.7414  0.137
H: -5.0285 -2.8639 2.0055  0.097
H: 4.1180 -0.6024 -1.3779  0.132

Cartesian forces, eV/Å:
-0.372 0.277 -0.042
0.297 0.119 -0.028
-0.324 -0.085 -0.093
0.207 -0.280 -0.194
-0.120 0.031 0.042
-0.023 -0.205 -0.270
0.281 0.073 0.007
-0.205 -0.167 -0.056
0.099 0.354 0.112
-0.671 -0.479 -0.763
0.232 0.019 0.431
-0.116 -0.205 0.011
0.026 0.038 -0.029
0.271 0.316 0.032
-0.971 -0.606 -0.375
0.199 0.255 -0.020
-0.229 -0.077 0.002
0.394 0.667 0.128
-0.074 0.037 0.135
-0.216 -0.090 0.040
0.018 0.045 0.101
0.386 -0.366 0.972
0.146 0.712 -0.114
0.873 0.068 0.214
0.061 -0.098 0.026
-0.237 -0.262 -0.196
0.026 0.046 -0.013
0.112 -0.094 0.025
0.064 -0.057 0.023
0.095 -0.014 0.019
-0.089 -0.046 0.009
-0.045 0.025 0.092
0.043 0.019 0.019
-0.080 -0.070 -0.061
0.156 -0.043 -0.019
0.006 -0.260 -0.031
-0.083 -0.022 0.000
0.039 0.131 0.052
-0.251 0.078 0.011
-0.179 0.051 -0.018
0.019 0.009 0.033
-0.052 0.086 -0.016
0.063 -0.002 -0.087
0.129 0.082 -0.128
0.074 0.121 0.002
0.027 -0.003 -0.039
-0.004 -0.126 0.054

> Look up the Kohn-Sham gap of the third one.

8.32 eV

> Which value of LUMO level does entry 4 give?

0.0191 Ha